{"formula": "C16H7BrCl3NO2", "method": "ωB97M-V/def2-TZVPD", "total_energy_ha": -4773.66927, "gap_ev": 8.61, "smiles": "N#Cc1cc(Br)cc(C(=O)/C=C/c2c(Cl)ccc(Cl)c2Cl)c1O", "charge": 0, "e_homo_ev": -9.400, "elements": ["Cl", "C", "H", "H", "C", "C", "C", "C", "O", "O", "C", "Cl", "C", "C", "C", "C", "C", "C", "C", "H", "Br", "Cl", "C", "C", "H", "H", "N", "H", "H", "C"], "xyz": [[1.364, 4.229, -0.071], [-1.289, -3.520, -2.661], [0.266, -2.236, -3.339], [2.631, 3.419, 4.597], [-1.018, -1.151, -2.097], [0.336, 0.369, -0.417], [1.742, 3.239, 1.375], [-2.154, -1.156, -1.357], [0.787, 0.176, -2.740], [-2.557, -0.036, -0.720], [-3.986, -2.517, -0.355], [3.284, 0.632, 4.617], [2.487, 2.972, 3.570], [2.568, 1.603, 3.451], [2.189, 3.866, 2.540], [-0.637, -2.283, -2.748], [1.173, 1.451, -0.166], [-2.504, -3.562, -1.872], [1.744, 1.869, 1.171], [-0.027, -0.271, 0.327], [-0.667, -4.986, -3.812], [2.471, -0.552, 1.916], [0.078, -0.114, -1.795], [2.236, 1.109, 2.163], [-3.056, -4.574, -1.824], [1.535, 1.881, -1.090], [-4.847, -2.437, 0.425], [-3.511, -0.022, -0.523], [2.221, 4.979, 2.614], [-2.859, -2.379, -1.180]], "forces_ev_per_a": [[0.04, 0.04, 1.19], [-1.85, 0.74, 0.13], [0.19, 0.07, 0.03], [0.26, -0.59, -1.24], [1.36, 1.23, 1.85], [2.02, 2.29, 0.06], [0.72, 2.05, -0.72], [-2.34, -1.07, 1.41], [0.17, 0.32, 0.49], [-0.08, 0.35, -0.03], [-1.89, 1.27, 2.15], [0.11, -0.47, 0.92], [0.23, 1.86, 2.56], [-0.29, 1.14, -2.66], [-0.89, -0.57, -0.83], [0.84, -2.21, -1.07], [-0.91, -3.76, -0.38], [2.05, -1.27, -1.27], [-1.76, 1.48, -2.59], [-0.65, -0.53, 1.31], [-0.60, 1.02, 1.11], [0.02, -1.15, -0.33], [-0.10, 0.28, -2.13], [0.57, -1.69, 2.33], [0.71, 2.08, 0.24], [0.17, 0.48, 0.26], [1.00, -0.37, -1.18], [0.45, -0.35, 0.03], [-0.06, -1.28, 0.16], [0.53, -1.39, -1.77]], "mulliken_charge": [-0.214, -0.256, 0.505, 0.302, 0.410, -0.712, 0.762, 0.487, -0.587, -0.577, -0.145, -0.185, -0.062, -0.189, -0.937, -0.469, -1.067, -0.446, 0.015, 0.606, -0.180, -0.189, 0.389, 0.953, 0.348, 0.566, -0.471, 0.346, 0.356, 0.641]}